115
Properties=species:S:1:pos:R:3 method="wB97M-V/def2-TZVPD" total_charge=+1 fmax_ev_per_a=2.8 multiplicity=7 lumo_energy_ev="-3.57 / -4.31" e_homo_ev="-9.69 / -9.83"
Ti -2.43 -2.88 4.75
Ti -1.25 -4.70 2.23
C 1.45 -1.76 2.14
C -0.05 -1.65 2.31
C -0.78 -1.64 0.99
O -0.54 -2.69 3.14
H 1.98 -1.85 3.08
H 1.80 -0.90 1.56
H 1.71 -2.62 1.51
H -0.30 -0.71 2.82
H -1.82 -1.31 1.10
H -0.65 -2.52 0.36
H -0.41 -0.76 0.45
C 1.82 4.90 2.51
C 2.56 4.33 1.34
O 3.82 3.79 1.82
P 4.85 3.12 0.81
O 4.79 3.69 -0.53
O 6.21 3.24 1.59
C 6.80 4.51 1.92
C 6.55 4.82 3.40
O 4.56 1.58 0.94
C 4.46 0.96 2.24
C 5.24 -0.33 2.27
H 2.52 5.45 3.15
H 0.98 5.50 2.16
H 1.41 4.12 3.16
H 1.99 3.52 0.88
H 2.78 5.05 0.55
H 7.87 4.39 1.76
H 6.49 5.36 1.30
H 6.99 5.76 3.71
H 5.47 4.97 3.52
H 6.86 3.95 3.96
H 4.75 1.62 3.06
H 3.38 0.83 2.36
H 6.28 -0.03 2.13
H 5.11 -0.84 3.22
H 4.92 -0.98 1.45
C -3.39 0.35 -0.81
C -4.34 1.20 -1.66
O -3.65 1.66 -2.81
P -4.39 2.14 -4.13
O -3.54 2.90 -5.03
O -5.01 0.81 -4.72
C -4.34 -0.04 -5.66
C -3.74 -1.26 -4.98
O -5.65 2.91 -3.57
C -6.49 3.61 -4.53
C -7.90 3.69 -4.00
H -3.16 0.89 0.11
H -3.93 -0.55 -0.50
H -2.47 0.07 -1.32
H -5.26 0.64 -1.87
H -4.67 2.06 -1.07
H -5.12 -0.26 -6.39
H -3.53 0.47 -6.19
H -4.49 -2.04 -4.86
H -2.90 -1.61 -5.58
H -3.40 -1.05 -3.97
H -6.10 4.62 -4.63
H -6.55 3.01 -5.43
H -8.45 4.23 -4.79
H -8.44 2.75 -3.94
H -8.02 4.34 -3.13
N 1.00 -4.30 5.31
C 2.20 -3.88 5.80
C 2.53 -4.70 6.87
C 1.47 -5.62 7.00
C 0.55 -5.39 6.01
H 0.54 -3.78 4.59
H 2.68 -3.01 5.38
H 3.36 -4.57 7.53
H 1.37 -6.28 7.85
H -0.33 -5.96 5.75
N 2.17 1.94 -1.63
C 1.52 0.84 -1.14
C 0.52 0.48 -2.02
C 0.54 1.44 -3.05
C 1.55 2.32 -2.80
H 2.88 2.47 -1.15
H 1.87 0.41 -0.22
H -0.04 -0.44 -1.94
H 0.02 1.49 -4.00
H 1.86 3.21 -3.31
N -1.57 -5.47 -0.76
C -2.05 -4.22 -0.95
C -3.21 -4.09 -0.23
C -3.37 -5.29 0.54
C -2.32 -6.13 0.19
H -0.72 -5.79 -1.22
H -1.54 -3.51 -1.58
H -3.92 -3.29 -0.23
H -4.17 -5.43 1.25
H -2.14 -7.15 0.48
N -0.79 2.38 0.53
C -1.20 2.91 1.73
C -1.65 4.19 1.50
C -1.39 4.48 0.14
C -0.91 3.34 -0.46
H -0.57 1.43 0.33
H -1.07 2.38 2.66
H -2.07 4.77 2.30
H -1.52 5.46 -0.29
H -0.48 3.11 -1.41
N 2.53 -3.96 -2.20
C 3.05 -4.61 -3.29
C 2.03 -5.04 -4.08
C 0.82 -4.51 -3.52
C 1.18 -3.83 -2.40
H 3.06 -3.59 -1.44
H 4.11 -4.74 -3.43
H 1.99 -5.51 -5.05
H -0.19 -4.60 -3.90
H 0.54 -3.22 -1.77